A.
DFT (ωB97M-V/def2-TZVPD) results for a structure of composition C3H2S2.

HOMO (alpha / beta) = -8.62 / -8.62 eV
LUMO (alpha / beta) = -2.26 / -2.25 eV
net charge = 0
Kohn-Sham gap (alpha / beta) = 6.360 / 6.372 eV

Atoms and positions in Å:
C -0.59897 0.32666 0.10161
C 0.38668 1.04920 -0.47748
C 0.19271 -0.83225 0.32233
S -0.50313 -2.84026 0.99261
S 1.67042 -0.25566 -0.34491
H -1.62585 0.53373 0.32833
H 0.47814 2.01857 -0.92249


B.
DFT (ωB97M-V/def2-TZVPD) results for a structure of composition C3H2S2.

HOMO = -9.28 eV
LUMO = -1.38 eV
net charge = 0
Kohn-Sham gap = 7.899 eV

Atoms and positions in Å:
C -0.30974 -0.26856 0.03878
C -1.81620 0.01734 -0.06486
C -0.23976 -1.90731 -0.04354
S -2.01357 -1.92936 0.04552
S -2.95418 1.23786 -0.00406
H 0.33343 0.24058 -0.67064
H 0.10022 -0.18876 1.02334


C.
DFT (ωB97M-V/def2-TZVPD) results for an isolated molecule of C3H2S2.

structure (SMILES) = S=C=C1CS1
HOMO = -8.20 eV
LUMO = -0.91 eV
net charge = 0
Kohn-Sham gap = 7.282 eV

Atoms and positions in Å:
C -0.36764 0.08474 -0.26519
C -0.30927 1.11298 -1.04625
C 0.43903 -0.76995 0.65083
S -0.36867 2.36417 -1.99110
S -1.33287 -0.80195 0.97947
H 0.82139 -1.60948 0.28437
H 1.11803 -0.38050 1.38788


Relative energy of each structure, in kJ/mol: A 249.4; B 175.2; C 0.0.


A.
DFT (ωB97M-V/def2-TZVPD) results for a cluster of 2 separate species, C4H14N in total.

HOMO = -15.62 eV
LUMO = -3.63 eV
net charge = +1
Kohn-Sham gap = 11.984 eV

Atoms and positions in Å:
C -0.27257 -1.95306 0.48439
C 1.23841 -1.92414 0.13905
H -0.58455 -2.99180 0.45101
H -0.54799 -1.62716 1.49524
H -0.80610 -1.29332 -0.20065
H 1.38205 -1.58774 -0.89299
H 1.88447 -1.29621 0.76087
H 1.61655 -2.93453 0.05906
C -0.62359 1.95984 -0.17064
C -0.56422 1.14165 -1.42475
N 0.01985 1.26925 1.01936
H -0.04274 2.86542 -0.29891
H -1.64317 2.21661 0.09954
H -1.30377 0.35910 -1.50243
H 0.41118 0.69717 -1.64633
H 0.92031 0.87010 0.74448
H 0.25914 1.96773 1.72695
H -0.54280 0.54443 1.46608
H -0.80045 1.71665 -2.30932


B.
DFT (ωB97M-V/def2-TZVPD) results for a cluster of 2 separate species, C4H14N in total.

HOMO = -14.48 eV
LUMO = -3.64 eV
net charge = +1
Kohn-Sham gap = 10.840 eV

Atoms and positions in Å:
C -1.01479 -0.16472 -3.15186
C -1.17849 -0.75674 -1.71895
H -0.44932 0.76480 -2.98719
H -0.67503 -0.79603 -3.94999
H -1.94781 0.36142 -3.35814
H -1.77165 0.07444 -1.32118
H -0.23533 -0.93682 -1.17960
H -1.71077 -1.70961 -1.66767
C -0.01916 1.17066 1.20081
N 0.47910 0.20506 2.24696
C 1.80096 -0.44441 1.99090
H -0.75480 1.83954 1.61538
H -0.29262 0.59980 0.31960
H 0.95382 1.47420 0.82627
H 0.63266 0.59169 3.18434
H -0.23584 -0.48375 2.50778
H 2.35566 0.23590 1.34116
H 2.41784 -0.76038 2.81124
H 1.64559 -1.26505 1.29013


Relative energy of each structure, in kJ/mol: A 0.0; B 106.5.


A.
DFT (ωB97M-V/def2-TZVPD) results for a cluster of 2 separate species, C4H14N in total.

HOMO = -16.19 eV
LUMO = -3.54 eV
net charge = +1
Kohn-Sham gap = 12.652 eV

Atoms and positions in Å:
C 0.15801 0.17010 1.14854
C -0.76606 1.07049 0.31949
C -0.93072 2.50022 0.79520
N -0.15753 -1.25936 0.81054
H 1.20286 0.33557 0.89364
H 0.02522 0.29544 2.22142
H -1.74879 0.58349 0.30664
H -0.39257 1.02546 -0.70679
H -1.21782 2.54330 1.84635
H -0.05027 3.08941 0.57368
H -1.77660 2.97262 0.29680
H -1.12342 -1.45895 1.09014
H -0.12475 -1.41319 -0.20539
H 0.45113 -1.93770 1.26935
C 1.28877 -1.67872 -2.12939
H 2.01120 -1.19270 -1.47536
H 0.36270 -1.11712 -2.24829
H 1.01075 -2.65898 -1.72846
H 1.77790 -1.86937 -3.07812


B.
DFT (ωB97M-V/def2-TZVPD) results for a cluster of 2 separate species, C4H14N in total.

HOMO = -14.68 eV
LUMO = -3.87 eV
net charge = +1
Kohn-Sham gap = 10.813 eV

Atoms and positions in Å:
C 0.70145 0.66177 1.39545
C 1.96503 0.88254 2.28983
H 1.06995 0.68563 0.41033
H 0.14086 -0.22457 1.66156
H 0.14997 1.62358 1.61316
H 2.46973 -0.09076 2.75583
H 2.88909 1.36542 1.85017
H 1.67946 1.64754 3.03867
C -1.46231 -0.75176 -1.70738
C -0.92219 -1.55616 -0.54677
N -0.69017 0.50957 -2.02479
H -1.52603 -1.41760 -2.64802
H -2.49803 -0.37881 -1.38679
H 0.13125 -1.57291 -0.39578
H -1.29446 -2.56883 -0.46716
H 0.15603 0.22944 -2.59448
H -1.35089 1.17048 -2.55296
H -0.26490 0.98326 -1.13871
H -1.34384 -1.19782 0.44784


Relative energy of each structure, in kJ/mol: A 0.0; B 131.9.